No. 1
The following is a quantum chemistry calculation of a molecular structure, C34H38N8O4PdS, from OMol25.

Last column: Löwdin charge in e.
Cartesian coordinates (Å):
Pd 0.026 0.604 0.672  1.049
C -2.003 5.382 2.648  -0.053
C -2.235 5.227 1.286  -0.051
C -2.141 3.972 0.703  -0.035
C -1.812 2.870 1.488  -0.304
C -1.597 3.019 2.850  -0.032
C -1.695 4.277 3.429  -0.053
N -1.682 1.581 0.878  -0.003
C -2.741 0.916 0.460  -0.190
C -4.091 1.374 0.620  0.011
C -5.107 0.640 0.113  -0.010
C -4.886 -0.600 -0.582  -0.034
C -3.638 -1.087 -0.727  0.004
C -2.526 -0.357 -0.189  -0.184
N -1.258 -0.784 -0.235  -0.019
N -1.074 -1.907 -0.859  0.079
C 0.099 -2.557 -0.897  -0.220
C 0.014 -3.833 -1.514  0.031
C 1.073 -4.683 -1.568  0.002
C 2.302 -4.289 -0.998  -0.008
C 2.388 -3.056 -0.454  -0.014
N 1.319 -2.178 -0.408  0.060
H -2.080 6.361 3.102  0.120
H -2.501 6.083 0.679  0.120
H -2.343 3.837 -0.353  0.125
H -1.360 2.151 3.455  0.104
H -1.533 4.391 4.493  0.121
H -4.277 2.299 1.144  0.123
H -6.123 0.991 0.239  0.127
H -5.735 -1.142 -0.972  0.121
H -3.448 -2.024 -1.225  0.112
H -0.953 -4.094 -1.918  0.131
H 0.972 -5.653 -2.037  0.132
H 3.168 -4.933 -1.001  0.130
H 3.305 -2.672 -0.029  0.155
C -0.871 -2.477 2.821  -0.075
N -0.002 -1.301 2.770  -0.283
C -0.120 -0.528 4.008  -0.082
C 1.394 -1.640 2.484  -0.138
C 2.013 -0.715 1.445  -0.194
C 3.009 0.197 1.821  -0.029
C 3.706 0.930 0.882  -0.034
C 3.399 0.820 -0.476  -0.047
C 2.445 -0.082 -0.890  -0.018
C 1.756 -0.868 0.061  -0.272
H -0.625 -3.137 3.663  0.101
H -0.790 -3.051 1.897  0.075
H -1.907 -2.156 2.931  0.093
H 0.165 -1.117 4.888  0.103
H -1.152 -0.201 4.134  0.087
H 0.520 0.355 3.961  0.071
H 1.460 -2.675 2.142  0.126
H 2.001 -1.581 3.391  0.133
H 3.265 0.278 2.871  0.132
H 4.504 1.588 1.201  0.129
H 3.951 1.392 -1.210  0.127
H 2.271 -0.267 -1.943  0.141
C 3.979 9.306 -3.187  -0.100
C 4.077 8.258 -2.083  -0.298
S 2.511 7.448 -1.899  0.638
O 2.233 6.652 -3.069  -0.309
O 1.529 8.391 -1.432  -0.285
C 2.746 6.260 -0.568  -0.200
C 1.342 5.775 -0.230  -0.141
N 1.333 4.514 0.527  0.086
C 1.020 3.324 -0.009  -0.305
N 1.007 2.382 0.939  -0.014
C 1.322 2.986 2.122  -0.033
C 1.521 4.301 1.876  -0.115
N 1.813 5.317 2.853  -0.319
O 1.855 4.942 4.003  0.124
O 1.987 6.451 2.455  0.119
C 0.748 3.111 -1.454  0.027
H 4.944 9.796 -3.297  0.087
H 3.235 10.060 -2.939  0.085
H 3.714 8.846 -4.137  0.084
H 4.311 8.702 -1.114  0.110
H 4.803 7.479 -2.318  0.109
H 3.231 6.728 0.287  0.104
H 3.365 5.460 -0.975  0.111
H 0.793 5.576 -1.148  0.115
H 0.800 6.528 0.332  0.130
H 1.362 2.475 3.067  0.127
H -0.143 3.653 -1.772  0.098
H 0.593 2.052 -1.642  0.064
H 1.580 3.464 -2.065  0.105

Its charge is +2. The calculation puts the LUMO energy (spin up / spin down) at -7.372 / -7.369 eV. For the HOMO energy (spin up / spin down), the calculation gives -13.200 / -13.236 eV. The orbital gap (spin up / spin down) comes out at 5.828 / 5.867 eV.

No. 2
The following is a quantum chemistry calculation of a single C2H4N2S2 molecule, from OMol25.

Last column: Löwdin charge in e.
Cartesian coordinates (Å):
N -0.565 -0.939 -1.173  0.096
C 0.424 -0.146 -0.714  -0.963
S 1.909 0.045 -1.359  0.678
C -0.108 0.711 0.367  -0.964
N 0.396 0.402 1.548  0.086
S -1.123 2.008 0.157  0.629
H -0.535 -1.367 -2.071  0.097
H -1.465 -0.981 -0.697  0.115
H -0.065 0.588 2.425  0.110
H 1.131 -0.322 1.517  0.118

As for the SMILES: NC(=S)C(N)=S. The calculation puts the LUMO energy at 0.040 eV. For the HOMO energy, the calculation gives -8.554 eV. The orbital gap comes out at 8.594 eV. The energy relative to the best compared isomer or geometry (same formula, charge and spin) comes out at 14.5 kcal per mole.

No. 3
The following is a quantum chemistry calculation of 6 unconnected molecules or ions with the total composition C12H39N3O6, from OMol25.

Last column: Löwdin charge in e.
Cartesian coordinates (Å):
C 2.166 -2.258 -1.225  -0.119
O 3.244 -2.680 -0.453  -0.188
C 4.521 -2.256 -0.953  -0.186
C 5.658 -2.546 0.050  -0.430
C 5.618 -3.978 0.652  -0.049
N 5.535 -1.627 1.157  0.028
H 2.216 -2.300 -2.313  0.094
H 2.037 -1.240 -0.857  0.057
H 1.239 -2.767 -0.964  0.098
H 4.786 -2.791 -1.865  0.125
H 4.501 -1.170 -1.045  0.113
H 6.630 -2.364 -0.408  0.132
H 5.564 -4.620 -0.226  0.074
H 4.701 -4.159 1.212  0.078
H 6.583 -4.160 1.127  0.080
H 4.859 -2.057 1.773  0.061
H 5.079 -0.795 0.811  0.049
C 1.496 1.080 -2.344  -0.110
O 0.121 0.853 -2.337  -0.246
C -0.481 0.855 -3.629  -0.167
C -2.031 0.805 -3.393  -0.349
C -2.523 -0.740 -3.355  -0.026
N -2.649 1.475 -4.571  0.009
H 2.054 0.221 -2.717  0.082
H 1.861 1.182 -1.322  0.082
H 1.695 2.025 -2.850  0.100
H -0.179 1.739 -4.191  0.113
H 0.051 0.096 -4.202  0.127
H -2.262 1.396 -2.506  0.132
H -3.510 -0.757 -2.893  0.069
H -1.823 -1.354 -2.788  0.065
H -2.495 -1.019 -4.408  0.070
H -3.654 1.441 -4.479  0.065
H -2.492 2.465 -4.453  0.062
C -0.999 2.475 2.493  -0.109
O -1.927 2.993 3.409  -0.168
C -2.821 2.069 3.920  -0.200
C -4.031 1.712 2.979  -0.439
C -5.165 2.729 3.120  -0.065
N -4.641 0.435 3.081  0.031
H -0.511 1.550 2.799  0.074
H -0.196 3.189 2.310  0.090
H -1.527 2.329 1.550  0.080
H -2.270 1.143 4.082  0.108
H -3.175 2.342 4.915  0.123
H -3.658 1.835 1.962  0.117
H -6.136 2.300 2.870  0.069
H -5.091 3.705 2.640  0.075
H -5.222 3.021 4.168  0.068
H -4.021 -0.311 2.800  0.040
H -5.352 0.344 2.369  0.077
O -2.692 -0.898 0.902  -0.074
H -2.522 -1.220 1.787  0.017
H -1.841 -0.591 0.590  -0.056
O 1.690 0.358 1.698  -0.021
H 1.765 -0.397 2.282  0.072
H 2.532 0.394 1.243  0.048
O -0.451 0.043 0.124  -0.048
H -0.191 0.247 -0.774  0.005
H 0.334 0.210 0.646  -0.012

As for the SMILES: COC[C@H](C)N.COC[C@H](C)N.COC[C@H](C)N.O.O.O. The calculation puts the LUMO energy at 0.033 eV. For the HOMO energy, the calculation gives -8.645 eV. The orbital gap comes out at 8.678 eV. The energy relative to the best compared isomer or geometry (same formula, charge and spin) comes out at 41.0 kcal per mole.

No. 4
The following is a quantum chemistry calculation of 2 unconnected molecules or ions with the total composition C3H3BrClI, from OMol25.

Last column: Löwdin charge in e.
Cartesian coordinates (Å):
C 1.358 0.672 -0.680  -0.152
C 0.601 -0.379 -0.624  -0.752
C -1.428 -0.019 0.841  -1.148
Cl -2.040 -1.546 0.563  0.517
Br -0.615 0.553 2.492  0.590
I 0.586 -2.318 -1.339  0.804
H 2.212 0.605 -1.250  0.021
H 0.988 1.570 -0.131  0.067
H -1.661 0.862 0.127  0.052

The calculation puts the LUMO energy (spin up / spin down) at -0.264 / -0.475 eV. For the HOMO energy (spin up / spin down), the calculation gives -8.335 / -8.256 eV. The orbital gap (spin up / spin down) comes out at 8.071 / 7.781 eV. The energy relative to the best compared isomer or geometry (same formula, charge and spin) comes out at 80.9 kcal per mole.

No. 5
The following is a quantum chemistry calculation of a single C6H13FNO5P molecule, from OMol25.

Last column: Löwdin charge in e.
Cartesian coordinates (Å):
N 1.997 2.836 0.351  0.045
C 1.073 1.777 0.637  -0.297
O 1.415 0.637 -0.184  -0.158
P 0.261 -0.348 -0.663  0.357
O 0.798 -1.487 -1.397  -0.204
O -0.802 0.548 -1.433  -0.170
C -0.334 1.284 -2.578  -0.185
C -1.244 1.050 -3.752  -0.177
F -0.941 -0.158 -4.365  -0.038
O -0.603 -0.688 0.627  -0.162
C 0.081 -1.437 1.646  -0.149
C -0.951 -2.176 2.445  -0.279
C -0.539 -3.388 3.206  -0.101
O -0.823 -2.161 3.844  -0.018
H 2.221 3.341 1.198  0.076
H 1.592 3.510 -0.287  0.071
H 0.026 2.038 0.465  0.120
H 1.175 1.466 1.677  0.118
H 0.675 0.967 -2.851  0.132
H -0.317 2.344 -2.315  0.126
H -2.294 1.040 -3.457  0.127
H -1.066 1.835 -4.491  0.123
H 0.759 -2.152 1.177  0.127
H 0.617 -0.765 2.318  0.132
H -1.952 -2.162 2.026  0.152
H 0.502 -3.621 3.016  0.118
H -1.323 -4.131 3.138  0.114

As for the SMILES: NCO[P@](=O)(OCCF)OC[C@H]1CO1. The calculation puts the LUMO energy at 0.533 eV. For the HOMO energy, the calculation gives -10.504 eV. The orbital gap comes out at 11.037 eV. The energy relative to the best compared isomer or geometry (same formula, charge and spin) comes out at 0.0 kcal per mole.

No. 6
The following is a quantum chemistry calculation of a molecular structure, C3H3Li2O2, from OMol25.

Last column: Mulliken spin population.
Cartesian coordinates (Å):
O -0.699 0.347 0.386  0.014
C -0.655 -0.730 -0.524  -0.056
C -0.791 -2.060 0.176  0.894
O 3.151 2.614 0.330  0.000
C 2.038 2.811 0.358  0.001
Li -0.229 2.005 0.508  -0.006
Li -1.119 -0.819 1.746  -0.001
H 0.291 -0.736 -1.122  0.055
H -1.423 -0.557 -1.318  0.052
H -0.563 -2.875 -0.539  0.046

The calculation puts the LUMO energy (spin up / spin down) at -0.670 / -0.670 eV. For the HOMO energy (spin up / spin down), the calculation gives -5.072 / -6.206 eV. The orbital gap (spin up / spin down) comes out at 4.403 / 5.537 eV. The multiplicity is 2.